# C2H5ClFN2O2

A 2-piece molecular cluster, C2H5ClFN2O2 overall at a distorted geometry (wB97M-V/def2-TZVPD, OMol25).

The geometry in XYZ format:
```
13
Properties=species:S:1:pos:R:3:lowdin_charge:R:1
Cl -0.2436 2.3088 -0.3255 0.3858
F 0.2729 -1.7051 -2.1903 -0.2454
O -2.1322 -0.9852 0.4086 -0.0358
O -2.6315 0.7334 -0.7848 -0.0695
N 1.8375 0.0685 0.8248 -0.0386
N -1.8094 0.0628 -0.1652 -0.5157
C -0.4216 0.3871 -0.2359 -0.5360
C 0.4015 -0.1201 0.9451 -0.3818
H 0.0684 0.3383 1.8935 0.1022
H 2.1531 -0.3266 -0.0586 0.0518
H 0.1868 -1.1909 1.0486 0.0999
H 2.0419 1.0644 0.7689 0.0285
H 0.2761 -0.6353 -2.1292 0.1547
```

As for the spin multiplicity: 1. For the highest occupied orbital energy, the calculation gives -4.1583 eV. The LUMO energy is 3.664 eV. For the gap between HOMO and LUMO, the calculation gives 0.2875 hartree. As for the total charge: -1.

# C2H5ClFNOS

One molecule with the formula C2H5ClFNOS at a distorted geometry (wB97M-V/def2-TZVPD, OMol25).

The geometry in XYZ format:
```
12
Properties=species:S:1:pos:R:3:lowdin_charge:R:1
Cl 1.7967 -0.8963 -0.3223 0.5161
S -0.3967 -0.3942 0.4800 0.6714
F 2.2275 1.6069 0.1289 -0.0791
O -4.0084 0.4938 -0.4633 0.0175
N -2.0342 -0.5082 0.0656 -0.3921
C 2.9148 0.4727 -0.1580 -0.5702
C -2.8653 0.5807 -0.0831 -0.4350
H -0.4996 -0.5846 1.8089 -0.1061
H -2.3698 1.5266 0.1958 0.1179
H 3.4382 0.5917 -1.1075 0.0797
H 3.6049 0.2426 0.6558 0.0810
H -2.4080 -1.4073 -0.2198 0.0989
```

As for the spin multiplicity: 1. For the highest occupied orbital energy, the calculation gives -9.0781 eV. The LUMO energy is 0.616 eV. For the gap between HOMO and LUMO, the calculation gives 0.3563 hartree. As for the total charge: 0.

# C2H5ClN2

One molecule with the formula C2H5ClN2 at a distorted geometry (wB97M-V/def2-TZVPD, OMol25).

The geometry in XYZ format:
```
10
Properties=species:S:1:pos:R:3:lowdin_charge:R:1
Cl -2.6938 0.5409 -0.5938 0.5557
N -1.5075 0.1321 0.5315 -0.4115
N 0.1367 0.3368 -1.2403 0.0706
C 0.8577 -0.2690 0.9719 -0.0433
C -0.3037 -0.0336 0.0346 -0.5693
H 0.5501 0.0036 2.0200 0.0973
H -0.6669 0.4188 -1.8690 0.0309
H 1.0204 -1.2731 1.2903 0.0616
H 0.9623 -0.1860 -1.6311 0.1239
H 1.6445 0.3294 0.4857 0.0843
```

As for the spin multiplicity: 1. For the highest occupied orbital energy, the calculation gives -9.2270 eV. The LUMO energy is 0.872 eV. As for the structure (SMILES): C/C(N)=N/Cl. For the gap between HOMO and LUMO, the calculation gives 0.3711 hartree. As for the total charge: 0.

# C2H5ClN2O

One molecule with the formula C2H5ClN2O at a distorted geometry (wB97M-V/def2-TZVPD, OMol25).

The geometry in XYZ format:
```
11
Properties=species:S:1:pos:R:3:lowdin_charge:R:1
Cl -3.3634 -0.3583 -0.1138 0.6335
O -0.7785 -0.8728 0.0303 -0.1626
N 0.0672 1.1569 0.0292 0.0408
N -0.9827 0.5316 -0.1099 -0.3701
C -2.2254 0.9126 -0.0264 -0.5572
C 0.6191 -1.2673 -0.0487 -0.0446
H -0.1134 2.1845 -0.1833 0.1186
H 0.7532 -2.0672 0.6683 0.0884
H 0.8674 -1.6652 -0.9728 0.0531
H -2.7794 1.8722 -0.4216 0.1191
H 1.2060 -0.3153 0.0944 0.0809
```

As for the spin multiplicity: 1. For the highest occupied orbital energy, the calculation gives -8.0223 eV. The LUMO energy is 0.932 eV. For the gap between HOMO and LUMO, the calculation gives 0.3291 hartree. As for the total charge: 0.

# C2H5ClNO7S2V

C2H5ClNO7S2V as an isolated structure at a distorted geometry (wB97M-V/def2-TZVPD, OMol25).

The geometry in XYZ format:
```
19
Properties=species:S:1:pos:R:3:lowdin_charge:R:1
V -4.1764 0.7288 -1.6194 1.2337
Cl 5.0853 -0.2000 0.5059 0.4019
S 0.9998 1.1303 0.4394 0.5056
S 3.1425 -0.5151 0.0922 0.1566
O -2.7144 0.4219 -2.3227 -0.3244
O -0.8506 -1.6393 1.3577 -0.0253
O -5.6145 1.4183 -1.9276 -0.3408
O 0.8114 1.1119 1.8681 -0.2766
O 3.0847 -1.0257 -1.2417 -0.3407
O 2.6111 -1.3168 1.1447 -0.3310
O 0.5427 2.3473 -0.1835 -0.2973
N 2.5555 0.9911 0.0757 -0.2999
C -1.1383 -0.5085 0.5825 -0.3242
C 0.0333 -0.1605 -0.3135 -0.2188
H -1.2337 -1.5227 2.2349 0.1027
H 0.5808 -1.0684 -0.5434 0.0975
H -1.9622 -0.7534 -0.1138 0.0801
H -0.3388 0.2302 -1.2544 0.0858
H -1.4183 0.3307 1.2188 0.1151
```

As for the spin multiplicity: 1. For the highest occupied orbital energy, the calculation gives -8.5448 eV. The LUMO energy is -6.358 eV. For the gap between HOMO and LUMO, the calculation gives 0.0804 hartree. As for the total charge: 0.

# C2H5ClNS

A 2-piece molecular cluster, C2H5ClNS overall at a distorted geometry (wB97M-V/def2-TZVPD, OMol25).

The geometry in XYZ format:
```
10
Properties=species:S:1:pos:R:3:lowdin_charge:R:1
Cl 1.3823 -0.7664 -2.5590 0.4953
S 2.8690 1.8117 -0.9603 1.1246
N -0.5945 0.0050 -0.1627 0.0404
C 1.5972 1.0805 -0.7122 -0.6133
C 0.7663 0.2301 0.0998 -0.3942
H 0.1687 -0.6488 -3.0305 -0.1225
H -1.2781 0.6911 -0.1331 0.0739
H -0.9475 -0.7843 0.3752 0.1161
H 0.9633 0.6992 1.1045 0.1692
H 1.2979 -0.6915 0.0214 0.1106
```

As for the spin multiplicity: 1. For the highest occupied orbital energy, the calculation gives -14.4677 eV. The LUMO energy is -6.401 eV. For the gap between HOMO and LUMO, the calculation gives 0.2964 hartree. As for the total charge: +1.

# C2H5ClO3S

One molecule with the formula C2H5ClO3S at a distorted geometry (wB97M-V/def2-TZVPD, OMol25).

The geometry in XYZ format:
```
12
Properties=species:S:1:pos:R:3:lowdin_charge:R:1
Cl 1.9763 0.4229 2.1556 0.3752
S 0.9928 0.7359 0.3848 0.3531
O 0.3886 2.0534 0.6102 -0.3632
O 1.8544 0.6373 -0.6869 -0.3117
O -1.1893 -0.2971 1.2596 -0.0603
C -0.3014 -0.6739 0.3063 -0.4470
C -0.6216 -0.5177 -1.2039 -0.0557
H -0.6808 0.4666 -1.4174 0.0311
H 0.2113 -0.9628 -1.8048 0.1093
H -1.5339 -0.9558 -1.5435 0.0834
H 0.1873 -1.6217 0.6495 0.1511
H -1.2837 0.7130 1.2904 0.1347
```

As for the spin multiplicity: 1. For the highest occupied orbital energy, the calculation gives -10.9148 eV. The LUMO energy is 0.280 eV. As for the structure (SMILES): C[C@H](O)S(=O)(=O)Cl. For the gap between HOMO and LUMO, the calculation gives 0.4114 hartree. As for the total charge: 0.

# C2H5ClS

One molecule with the formula C2H5ClS at a distorted geometry (wB97M-V/def2-TZVPD, OMol25).

The geometry in XYZ format:
```
9
Properties=species:S:1:pos:R:3:mulliken_spin:R:1
Cl 0.2981 2.2864 2.6487 0.0064
S 1.3875 0.3582 0.7507 1.6995
C 0.4950 -0.8719 -0.2647 -0.0052
C -0.0317 1.4464 1.1696 0.1567
H -0.5512 -0.5881 -0.2213 -0.0080
H -0.8984 0.8760 1.1436 0.0092
H 0.8157 -0.9573 -1.4100 0.0546
H 0.6270 -1.8332 0.1861 0.0480
H -0.1370 2.2395 0.4339 0.0387
```

As for the spin multiplicity: 3. Its expectation value of S² is 2.0038. For the highest occupied orbital energy (spin up / spin down), the calculation gives -4.0845 / -10.8487 eV. The LUMO energy (spin up / spin down) is 0.854 / -2.665 eV. For the gap between HOMO and LUMO (spin up / spin down), the calculation gives 0.1815 / 0.3007 hartree. As for the total charge: 0.